1.
{
  "formula": "C20H27N3O3S",
  "method": "ωB97M-V/def2-TZVPD",
  "symbols": ["S", "O", "O", "O", "N", "N", "N", "C", "C", "C", "C", "C", "C", "C", "C", "C", "C", "C", "C", "C", "C", "C", "C", "C", "C", "C", "C", "H", "H", "H", "H", "H", "H", "H", "H", "H", "H", "H", "H", "H", "H", "H", "H", "H", "H", "H", "H", "H", "H", "H", "H", "H", "H", "H"],
  "positions_angstrom": [[0.85561, 1.13065, 0.87860], [0.00429, 0.28041, 1.67810], [-1.39430, -1.41117, -2.46383], [0.82713, 2.53421, 1.14699], [-1.81101, -0.80672, -0.30673], [3.30844, 1.84233, -0.67560], [0.41683, 0.87237, -0.68326], [-5.44628, -0.25484, -1.41451], [-3.94779, -0.03563, -1.19181], [3.57850, 0.98468, 0.32295], [0.48963, 1.91868, -1.66640], [4.05880, -0.84990, 2.38950], [-1.04254, -0.96392, -1.39076], [-3.59343, -2.50043, -0.60352], [-6.50347, -1.92645, 0.27572], [-6.29246, -0.46660, -0.15404], [4.90201, 0.53803, 0.60517], [-3.25006, -1.04182, -0.26532], [5.11121, -0.38672, 1.64852], [-5.44487, -2.51112, 1.21703], [0.40546, -0.49726, -1.13270], [5.64470, 1.95448, -1.18185], [2.52627, 0.49994, 1.12175], [-4.27974, -3.24355, 0.54320], [4.29801, 2.30622, -1.38591], [5.94367, 1.06011, -0.19037], [2.75648, -0.39395, 2.12751], [-7.46149, -1.96840, 0.80052], [-5.87117, 0.10463, 0.67487], [-4.22042, -2.53202, -1.49098], [0.57970, 2.85443, -1.12223], [0.84252, -1.12055, -0.34791], [6.41388, 2.38069, -1.80666], [-5.06796, -1.71601, 1.86282], [4.22041, -1.55850, 3.18722], [0.99004, -0.61270, -2.05118], [-3.53909, -0.83514, 0.76573], [-3.54081, -3.47011, 1.31626], [-2.67485, -3.03029, -0.85707], [-3.45284, -0.07962, -2.16360], [-0.42422, 1.92251, -2.26396], [-1.36836, -0.40637, 0.51337], [6.96090, 0.74522, -0.00341], [1.35554, 1.79478, -2.32156], [-6.59894, -2.55893, -0.60831], [-5.81505, 0.63419, -1.93263], [6.11945, -0.71817, 1.85212], [1.91900, -0.73442, 2.71618], [-5.60645, -1.09430, -2.09251], [-3.78756, 0.96380, -0.77850], [-5.93132, -3.23594, 1.87553], [-4.64436, -4.19714, 0.15337], [4.02656, 2.99688, -2.17401], [-7.28239, -0.04903, -0.35548]],
  "total_charge": 0,
  "de_lowest_kj_mol": 143.7,
  "homo_energy_ev": -8.95,
  "orbital_gap_ev": 8.4,
  "multiplicity": 1,
  "lumo_energy_ev": -0.515,
  "molar_mass_g_mol": 389.521
}

=====

2.
{
  "formula": "C5H5NO",
  "method": "ωB97M-V/def2-TZVPD",
  "symbols": ["O", "N", "C", "C", "C", "C", "C", "H", "H", "H", "H", "H"],
  "positions_angstrom": [[1.08424, 1.66012, 1.90641], [-0.58441, 0.97033, -1.19962], [0.25442, 1.52652, 1.03884], [0.01994, -0.94200, 0.25700], [0.43764, 0.56939, -0.14221], [-0.89988, -0.19077, -1.51510], [-0.76439, -1.40382, -1.00041], [-0.71082, 2.06714, 1.03578], [0.92721, -1.55376, 0.36310], [-0.71784, -2.36122, -1.48764], [1.48552, 0.62335, -0.46423], [-0.53162, -0.96527, 1.20811]],
  "total_charge": 0,
  "de_lowest_kj_mol": 445.1,
  "homo_energy_ev": [-8.50, -8.48],
  "orbital_gap_ev": [7.6, 7.5],
  "multiplicity": 1,
  "lumo_energy_ev": [-0.907, -0.962],
  "molar_mass_g_mol": 95.101
}

=====

3.
{
  "formula": "C15H22BiClN2O3",
  "method": "ωB97M-V/def2-TZVPD",
  "symbols": ["Bi", "Cl", "O", "O", "O", "N", "N", "C", "C", "C", "C", "C", "C", "C", "C", "C", "C", "C", "C", "C", "C", "C", "H", "H", "H", "H", "H", "H", "H", "H", "H", "H", "H", "H", "H", "H", "H", "H", "H", "H", "H", "H", "H", "H"],
  "positions_angstrom": [[0.02182, 0.29357, 0.26420], [-0.84883, 1.28622, 3.26831], [-1.51581, 1.14031, -0.98634], [3.03390, 1.72977, -2.44002], [-1.96152, 2.44351, -2.73780], [2.57090, 0.42734, 0.87643], [1.13658, 1.46355, -1.19546], [-1.13559, -2.66427, 1.98073], [-1.05475, -2.67694, 3.48394], [-1.16920, 1.92772, -1.98886], [2.44746, 1.29686, -1.46094], [-0.28793, -1.77397, -2.93307], [-2.74107, -2.28400, -2.93487], [-2.21275, -2.06691, 1.33027], [-0.26660, 1.99737, 1.72278], [-1.34007, -2.68172, -0.84509], [3.22764, 0.46929, -0.44045], [-0.26280, -3.27749, -0.19127], [-2.31679, -2.07769, -0.05594], [0.33034, 2.15563, -2.18614], [-1.38500, -2.68289, -2.36348], [-0.15947, -3.26898, 1.19347], [0.50239, 3.23385, -2.15400], [-2.74174, -2.41071, -4.01780], [0.65238, 2.53784, 1.93365], [0.68401, -3.75562, 1.67074], [-1.02695, 2.67977, 1.35408], [0.69312, -2.01980, -2.52161], [4.24153, 0.86714, -0.40679], [-2.98801, -1.58905, 1.91921], [0.50569, -3.76414, -0.78296], [-1.26004, -1.68770, 3.89363], [-1.78802, -3.36776, 3.90446], [-0.06848, -2.99101, 3.82483], [2.93377, -0.33094, 1.44227], [-1.16573, -3.70659, -2.68506], [-0.51500, -0.72932, -2.70554], [2.74488, 1.28904, 1.38234], [-3.16829, -1.59877, -0.52033], [-3.54873, -2.89083, -2.52294], [0.59121, 1.83235, -3.19599], [-2.95840, -1.23367, -2.72677], [3.28932, -0.54980, -0.82837], [-0.23000, -1.87267, -4.01792]],
  "total_charge": 0,
  "de_lowest_kj_mol": 0.0,
  "homo_energy_ev": -9.10,
  "orbital_gap_ev": 9.2,
  "multiplicity": 1,
  "lumo_energy_ev": 0.077,
  "molar_mass_g_mol": 522.785
}

=====

4.
{
  "formula": "C4H37N3O14",
  "method": "ωB97M-V/def2-TZVPD",
  "symbols": ["O", "O", "O", "O", "O", "O", "O", "O", "O", "O", "O", "O", "O", "O", "N", "N", "N", "C", "C", "C", "C", "H", "H", "H", "H", "H", "H", "H", "H", "H", "H", "H", "H", "H", "H", "H", "H", "H", "H", "H", "H", "H", "H", "H", "H", "H", "H", "H", "H", "H", "H", "H", "H", "H", "H", "H", "H", "H"],
  "positions_angstrom": [[-1.96738, 3.88388, -0.95878], [1.06282, 3.84584, -0.66145], [-0.27640, -2.15154, -2.15300], [0.72088, -3.00470, 0.22739], [-1.40738, 2.09652, 2.02732], [1.22438, -0.40560, -3.95787], [-0.91114, -4.87191, -1.66646], [-1.30128, 1.43097, -3.49388], [0.57709, 3.77734, 1.79170], [2.49770, -0.24079, -0.72540], [-1.71217, 0.95207, 4.20388], [1.31780, 1.58907, -2.28541], [-0.05190, -1.47505, 3.81485], [2.92457, -2.34070, -2.14363], [-2.46935, -2.11734, 1.75656], [2.47279, -0.90697, 1.43149], [-0.30291, -0.37623, 0.97645], [-1.58305, -0.30462, 0.36539], [2.05807, -0.11572, 0.35456], [0.73975, 0.52791, 0.54943], [-2.78476, -0.72688, 1.31427], [0.86075, 3.78264, 0.92859], [1.02610, 1.30179, 1.33973], [0.37780, 4.41038, -1.15461], [1.30245, 3.14092, -1.26619], [0.30825, -2.28803, -1.35688], [-3.25614, -2.61698, 2.04406], [1.93584, -1.02303, 2.23618], [2.03287, 0.93700, -2.13078], [0.42033, -0.44097, -4.53545], [-0.34632, -0.66394, 4.18613], [1.28261, -1.17574, -3.45297], [2.69471, -1.39619, -1.96597], [-2.13015, -2.67851, 0.94759], [0.08023, -2.41410, 0.73741], [-0.92153, -2.77119, -2.00521], [-1.80272, 3.15792, -0.40832], [-1.68313, 1.70626, -2.60195], [0.31681, 4.62022, 2.17923], [3.32933, -1.54569, 1.34012], [-0.78638, -2.05059, 3.54869], [-0.97903, 1.43151, 1.51672], [-1.90689, 0.69316, 0.15021], [-3.80425, -0.63906, 0.85481], [-0.40043, -0.40634, 2.06346], [-1.67539, 1.72365, 4.85730], [-1.78370, 1.39297, 3.47718], [1.54369, -2.39334, 0.35308], [0.49941, 1.09162, -0.36556], [-1.50320, -0.99281, -0.46361], [-0.70902, 2.86724, 1.97836], [-1.15326, -4.09657, -1.04243], [0.89357, 0.87574, -2.81967], [2.20236, -2.63963, -1.54390], [-0.68522, 2.05423, -3.88410], [-2.71323, -0.09623, 2.30840], [-2.59866, 4.38257, -0.50054], [-0.33275, -4.40447, -2.35650]],
  "total_charge": 0,
  "de_lowest_kj_mol": 392.4,
  "homo_energy_ev": -9.60,
  "orbital_gap_ev": 9.7,
  "multiplicity": 1,
  "lumo_energy_ev": 0.084,
  "molar_mass_g_mol": 351.347
}